Entry 1:
{"formula": "C10H36O8", "method": "ωB97M-V with the def2-TZVPD basis set", "symbols": ["C", "C", "O", "H", "H", "H", "H", "H", "H", "C", "C", "O", "H", "H", "H", "H", "H", "H", "C", "O", "H", "H", "H", "H", "C", "O", "H", "H", "H", "H", "C", "O", "H", "H", "H", "H", "C", "O", "H", "H", "H", "H", "C", "O", "H", "H", "H", "H", "C", "O", "H", "H", "H", "H"], "positions_angstrom": [[4.492, -0.704, 2.098], [3.119, -0.435, 1.350], [2.150, -1.341, 1.794], [4.316, -0.680, 3.173], [5.245, 0.066, 1.926], [5.015, -1.632, 1.869], [3.370, -0.581, 0.300], [2.803, 0.608, 1.333], [1.354, -1.074, 1.329], [-0.053, 1.810, -0.533], [-0.507, 0.696, 0.509], [0.187, -0.470, 0.078], [0.995, 1.824, -0.832], [-0.273, 2.851, -0.294], [-0.607, 1.500, -1.418], [-1.578, 0.520, 0.408], [-0.255, 0.824, 1.562], [0.327, -0.442, -0.872], [2.514, 2.023, -3.580], [1.451, 1.467, -4.309], [3.491, 1.576, -3.767], [2.630, 3.094, -3.752], [2.364, 1.800, -2.524], [1.751, 0.778, -4.906], [1.878, -1.998, -1.867], [1.226, -0.889, -2.371], [2.824, -1.533, -1.591], [1.321, -2.301, -0.981], [2.003, -2.719, -2.675], [1.793, -0.421, -2.988], [-0.847, 1.068, 5.309], [-0.711, 1.879, 6.435], [-0.466, 1.528, 4.396], [-0.403, 0.077, 5.403], [-1.877, 0.880, 5.007], [-0.403, 1.333, 7.162], [-1.829, -2.136, 2.354], [-2.290, -1.709, 3.657], [-0.750, -1.985, 2.320], [-1.879, -3.166, 2.002], [-2.172, -1.407, 1.620], [-1.662, -2.076, 4.284], [-4.618, -0.279, -0.389], [-5.186, -1.551, -0.103], [-4.587, -0.088, -1.462], [-5.316, 0.447, 0.029], [-3.613, -0.129, 0.006], [-6.133, -1.421, -0.196], [-2.017, 0.444, -4.312], [-1.591, 1.647, -4.994], [-1.088, -0.124, -4.272], [-2.335, 0.653, -3.290], [-2.736, -0.148, -4.878], [-0.837, 2.047, -4.556]], "forces_ev_per_a": [[-0.987, 0.836, 0.325], [2.577, -0.658, -0.275], [0.327, 0.175, 0.398], [-0.068, -0.141, 0.084], [-0.242, 0.322, -0.303], [-0.619, -0.238, -0.275], [-0.182, -0.378, -0.463], [-0.075, 0.210, 0.875], [-0.621, -0.175, -0.354], [-0.929, -0.379, 0.708], [1.371, 0.701, -1.558], [-0.377, -0.545, 1.059], [0.146, -0.558, 0.576], [-0.464, -0.140, 0.181], [-0.017, 0.447, -0.307], [-0.094, 0.292, 0.143], [0.024, 0.375, -0.094], [0.111, 0.133, -0.530], [0.876, -0.174, 0.722], [-0.386, -0.213, -0.310], [0.037, -0.164, -0.545], [-0.300, -0.004, 0.040], [-0.225, 0.447, 0.189], [0.050, 0.189, -0.170], [1.297, 0.403, 0.161], [-2.007, 1.638, -1.143], [0.648, -1.275, 0.595], [0.298, -0.574, -0.246], [-0.003, -0.584, 0.505], [-0.243, 0.119, 0.027], [-0.617, -0.768, -1.381], [0.169, 0.257, 0.429], [0.645, 0.303, 0.235], [0.301, 0.065, 0.141], [-0.442, 0.015, 0.556], [-0.057, 0.120, 0.005], [1.592, 1.359, 0.092], [-0.086, -0.925, -0.905], [0.345, 0.180, 0.097], [-1.175, -0.178, 0.523], [-0.576, -0.436, 0.034], [-0.086, -0.013, 0.169], [-0.961, 0.360, -0.224], [0.559, -0.112, -0.032], [0.149, -0.092, -0.215], [0.461, 0.550, 0.146], [-0.212, -0.441, 0.258], [-0.018, -0.277, 0.046], [2.093, 0.619, -0.153], [-1.442, -0.131, -0.381], [-0.219, -0.713, 0.452], [-0.355, -0.054, -0.047], [-0.134, 0.611, -0.091], [0.139, -0.392, 0.232]], "total_energy_ha": -1004.32636, "charge": 0, "relative_energy_kcal_mol": 107.2, "homo_ev": -9.787, "largest_force_ev_per_a": 2.83, "homo_lumo_gap_ev": 9.979, "lumo_ev": 0.19, "smiles": "CCO.CCO.CO.CO.CO.CO.CO.CO"}

***

Entry 2:
{"formula": "C16H12Cl2N4O3S", "method": "ωB97M-V with the def2-TZVPD basis set", "symbols": ["O", "C", "C", "C", "S", "C", "N", "N", "C", "C", "C", "C", "C", "O", "N", "C", "O", "N", "C", "C", "C", "C", "C", "Cl", "C", "Cl", "H", "H", "H", "H", "H", "H", "H", "H", "H", "H", "H", "H"], "positions_angstrom": [[-2.691, -0.137, 2.408], [-2.875, 0.387, 1.334], [-4.126, 0.116, 0.502], [-3.831, -0.975, -0.544], [-2.677, -0.396, -1.834], [-1.317, -1.144, -0.996], [-0.132, -0.816, -1.255], [0.972, -1.104, -0.615], [1.868, -1.918, -1.013], [3.115, -2.005, -0.316], [3.592, -1.331, 0.785], [4.888, -1.833, 1.019], [5.108, -2.772, 0.054], [4.047, -2.885, -0.754], [-1.791, -2.086, -0.089], [-3.132, -2.145, 0.150], [-3.681, -2.966, 0.830], [-1.991, 1.220, 0.714], [-0.660, 1.452, 1.053], [-0.110, 1.084, 2.276], [1.229, 1.313, 2.536], [2.045, 1.904, 1.588], [1.507, 2.274, 0.365], [2.520, 2.992, -0.828], [0.162, 2.061, 0.096], [-0.494, 2.536, -1.432], [-4.481, 1.019, 0.005], [-4.898, -0.261, 1.176], [-4.757, -1.299, -1.019], [1.740, -2.582, -1.871], [3.063, -0.580, 1.333], [5.564, -1.540, 1.796], [5.950, -3.402, -0.152], [-1.152, -2.689, 0.411], [-2.237, 1.584, -0.202], [-0.740, 0.612, 3.011], [1.641, 1.023, 3.490], [3.090, 2.083, 1.783]], "forces_ev_per_a": [[0.008, -0.173, 0.238], [-0.438, 0.275, -0.201], [0.017, -0.172, 0.222], [0.016, 0.204, -0.216], [-0.248, -0.214, -0.280], [0.364, -0.272, 0.138], [-1.112, 0.513, -1.622], [1.184, -0.452, 1.567], [-0.850, -0.205, -0.675], [0.412, 0.729, 1.298], [-0.465, -0.370, -0.745], [0.255, -0.462, -0.373], [0.422, 0.358, 0.700], [-0.315, -0.187, -0.434], [0.834, -0.039, 0.213], [-0.462, -0.028, -0.281], [-0.101, -0.100, 0.138], [0.034, 0.467, -0.277], [0.329, 0.011, 0.124], [-0.120, -0.080, 0.111], [0.054, 0.090, -0.185], [-0.022, 0.031, -0.024], [-0.131, -0.059, 0.095], [0.164, 0.045, -0.019], [0.098, 0.040, 0.042], [-0.062, 0.059, 0.011], [-0.022, -0.016, -0.005], [0.084, 0.088, 0.005], [0.128, -0.095, 0.117], [-0.072, 0.158, -0.153], [-0.160, 0.146, 0.074], [0.192, 0.012, 0.133], [0.046, -0.120, -0.116], [-0.078, 0.031, 0.025], [-0.111, -0.239, 0.273], [-0.008, 0.017, -0.003], [0.035, -0.025, 0.097], [0.101, 0.032, -0.012]], "total_energy_ha": -2380.22468, "charge": 0, "homo_ev": -8.294, "largest_force_ev_per_a": 2.03, "homo_lumo_gap_ev": 8.622, "lumo_ev": 0.33, "smiles": "O=C(C[C@H]1S/C(=N/N=C/c2ccco2)NC1=O)Nc1cccc(Cl)c1Cl"}